Entry 1:
{"formula": "C22H24N2O5", "method": "the ωB97M-V functional and the def2-TZVPD basis", "species": ["H", "C", "H", "C", "C", "H", "H", "C", "C", "H", "H", "C", "H", "C", "O", "H", "H", "C", "C", "C", "N", "H", "H", "H", "C", "C", "C", "C", "H", "H", "H", "H", "C", "H", "O", "H", "C", "H", "H", "C", "C", "O", "C", "H", "C", "H", "C", "O", "H", "O", "H", "N", "C"], "xyz": [[-1.3966, 0.7845, 6.8341], [-2.6490, -1.9836, 1.8243], [1.6955, 1.8774, -0.7960], [1.2585, 2.0900, -2.8775], [0.6726, 0.0538, -4.0533], [-3.9743, -2.9892, 3.2266], [0.9005, 0.5304, 1.2095], [0.8603, -1.3195, 3.0056], [1.4174, 1.3718, -1.7048], [-0.4972, 0.5570, -6.5287], [-0.0775, -1.1075, -7.0132], [-3.2307, -1.6295, 5.3613], [1.4609, 4.0655, -5.1774], [0.2314, -0.2478, -6.4183], [1.4417, -1.1255, 4.0562], [2.7479, -1.6199, 2.1310], [1.8733, 5.1928, -2.1025], [-1.1462, -1.8067, 1.6641], [1.3680, -0.7666, -0.4681], [0.8991, 1.4404, -4.0777], [-0.4934, -1.3526, 2.8921], [1.0499, 4.0622, -1.0028], [2.7711, 3.8145, -1.4220], [2.6345, 0.3711, 0.8799], [-0.9277, -0.1508, 4.9772], [0.8275, -0.6467, -2.8598], [-1.6960, 0.0411, 6.1109], [1.2051, -0.0071, -1.6891], [-3.4358, -0.5641, 7.2057], [-0.7177, -2.7701, 1.3755], [-3.1485, -1.0131, 1.8715], [-3.0269, -2.5215, 0.9544], [-2.8407, -0.7081, 6.3166], [0.6587, -1.7099, -2.8602], [0.2872, -0.7288, -5.0930], [-0.0392, 0.4395, 4.8296], [1.7987, 4.1503, -1.7962], [-0.9500, -1.0882, 0.8604], [-4.1394, -2.1989, 5.4953], [-2.4689, -1.8402, 4.2244], [1.6831, -0.1603, 0.8865], [0.7092, 2.1265, -5.2532], [-1.2908, -1.1112, 4.0390], [2.6791, 2.7818, -5.3776], [-2.9170, -2.7454, 3.1186], [-2.3478, -3.6790, 3.1214], [1.6650, 3.0966, -5.6361], [1.4317, -2.5103, 0.8431], [1.5766, 3.1810, -6.7200], [1.4156, 3.4469, -2.9517], [1.2090, 0.0966, -6.7645], [1.2451, -2.0351, -0.4180], [1.7370, -1.4345, 1.7469]], "forces_ev_per_a": [[0.0, 0.1, 0.1], [0.1, -0.1, 0.1], [0.0, 0.1, 0.1], [0.0, 0.0, -0.1], [0.1, 0.1, 0.2], [0.0, 0.0, 0.0], [0.0, 0.0, 0.0], [0.5, -0.2, -0.1], [0.0, -0.1, 0.1], [0.1, -0.1, 0.0], [0.0, 0.1, 0.0], [0.0, 0.1, 0.1], [0.0, -0.1, -0.1], [-0.1, 0.1, -0.5], [0.2, 0.0, 0.0], [-0.3, 0.1, 0.0], [0.0, -0.1, 0.1], [-0.2, -0.2, -0.6], [0.2, -0.3, 1.1], [0.1, 0.1, -0.1], [-0.3, 0.0, 0.1], [0.0, 0.0, 0.0], [0.0, 0.0, 0.0], [0.0, 0.0, 0.0], [0.0, 0.1, 0.0], [0.1, 0.2, 0.1], [0.0, 0.0, 0.0], [-0.2, 0.2, -0.9], [-0.1, 0.0, 0.1], [-0.1, 0.2, 0.0], [0.0, 0.0, 0.0], [0.1, 0.1, -0.1], [-0.1, 0.0, 0.1], [0.0, -0.1, -0.1], [0.0, 0.1, 0.3], [0.0, 0.0, 0.0], [0.1, 0.1, 0.2], [0.0, -0.1, 0.0], [-0.1, -0.1, 0.0], [0.1, -0.1, 0.0], [0.0, -0.3, -0.1], [-0.3, -0.2, 0.6], [-0.2, 0.1, 0.5], [0.0, 0.0, 0.0], [0.0, 0.1, -0.1], [0.0, -0.1, 0.0], [0.2, 0.3, -0.2], [0.1, -0.3, 0.7], [0.1, 0.0, 0.0], [-0.2, -0.4, -0.3], [-0.1, 0.0, 0.0], [-0.1, 0.3, -0.9], [0.4, 0.3, 0.1]], "de_lowest_kcal_mol": 105.6, "orbital_gap_ev": 8.699, "lumo_energy_ev": 0.518, "smiles": "COc1cc(C2=NO[C@H](C(=O)N3CCCc4ccccc43)C2)cc(OC)c1OC"}

***

Entry 2:
{"formula": "C6H13NO3", "method": "the ωB97M-V functional and the def2-TZVPD basis", "species": ["C", "O", "C", "H", "C", "H", "H", "C", "O", "H", "H", "H", "H", "H", "O", "H", "C", "H", "C", "H", "H", "N", "H"], "xyz": [[-0.3962, 0.3788, 2.0205], [-1.0141, -1.4685, 0.1162], [-0.6093, 0.7052, 0.5590], [0.4906, -0.2241, 2.1996], [1.3846, -0.5602, -0.4209], [1.6735, 3.2074, 0.6876], [-1.1864, -3.1812, -0.8673], [0.2483, 2.0915, 0.0986], [-0.0770, 2.8376, -0.7844], [-0.2864, 1.2750, 2.6267], [-0.5287, -3.3174, 0.6213], [-1.2441, -0.1934, 2.3869], [-1.6421, 0.9751, 0.3385], [-0.1017, 0.8406, -2.3230], [1.2972, 2.3358, 0.9003], [-1.6727, 0.1966, -1.8817], [-0.6055, -0.0130, -1.8761], [-0.4164, -0.9081, -2.4652], [-0.0977, -0.2557, -0.4664], [1.5326, -1.6113, -0.6678], [1.8425, -0.4173, 0.5545], [-0.5199, -2.7510, -0.2264], [1.9288, 0.0577, -1.1307]], "forces_ev_per_a": [[0.0, -0.2, 0.2], [1.6, 0.5, -1.1], [2.2, 3.8, -1.1], [0.1, 0.0, -0.1], [-0.1, -0.5, 0.3], [-0.2, -0.2, -0.2], [0.0, 0.2, 0.1], [-1.8, -0.9, 1.1], [0.1, -0.3, 0.0], [-0.1, 0.1, 0.0], [0.0, 0.3, 0.0], [0.0, 0.0, 0.0], [0.1, -0.1, 0.0], [0.1, 0.0, -0.1], [0.2, -0.1, 0.3], [-0.1, -0.1, 0.1], [0.1, -0.1, 0.3], [0.1, 0.0, -0.1], [-1.9, -2.6, 0.9], [0.0, 0.0, -0.2], [-0.2, 0.1, 0.1], [0.1, 0.0, -0.3], [-0.1, 0.0, -0.1]], "de_lowest_kcal_mol": 68.0, "orbital_gap_ev": 9.994, "lumo_energy_ev": 0.729, "smiles": "C[C@@H](C(=O)O)C(C)(C)ON"}

***

Entry 3:
{"formula": "C5H12O3S", "method": "the ωB97M-V functional and the def2-TZVPD basis", "species": ["H", "H", "H", "H", "O", "H", "C", "H", "C", "H", "H", "H", "H", "C", "C", "O", "H", "O", "H", "C", "S"], "xyz": [[2.1965, -1.9329, 0.3772], [2.8273, -0.8748, -1.3397], [-0.0428, -3.6993, 0.2358], [1.4438, -0.8216, 1.4218], [-0.6098, -1.1723, -0.9351], [1.3941, 0.2645, -1.3517], [-1.6408, 3.5382, 0.0370], [-1.3758, -2.9418, 0.9734], [2.0468, -0.2702, -0.7095], [-1.5594, 3.6065, -1.0552], [-1.1374, 0.4803, -1.1389], [-2.5594, 3.8966, 0.3642], [-0.7657, 3.8867, 0.5848], [0.0783, -1.6313, -0.0344], [1.4285, -1.0886, 0.3665], [-1.6821, 1.2196, -1.2380], [0.0643, -2.9280, 1.7561], [-0.6745, 1.1344, 1.0267], [2.7516, 0.4668, -0.4629], [-0.3753, -2.8426, 0.8043], [-1.8085, 1.7098, 0.3176]], "forces_ev_per_a": [[-1.5, 0.1, 0.4], [-2.0, 0.5, 0.6], [0.1, -0.5, -0.2], [-0.3, 0.8, -0.2], [0.8, -0.8, 0.8], [-0.9, 0.0, -0.7], [1.8, -2.1, -1.1], [-2.9, 0.1, -0.1], [2.4, -0.4, -1.8], [0.2, 0.4, 0.4], [1.8, -2.9, -0.3], [-1.4, 1.0, 0.7], [-0.2, 0.1, -0.1], [-0.8, -0.3, 0.9], [1.5, -2.2, -0.6], [-1.5, 3.2, 0.2], [1.1, 0.3, 1.1], [1.0, 0.3, 0.3], [0.7, 1.3, 1.5], [2.0, 0.6, -1.7], [-1.8, 0.3, 0.0]], "de_lowest_kcal_mol": 36.2, "orbital_gap_ev": 9.789, "lumo_energy_ev": 0.935}